# 1
The following is a quantum chemistry calculation of a 6-piece molecular cluster, C30H62N9O15S3 overall, from the Open Molecules 2025 dataset.

```
119
Properties=species:S:1:pos:R:3
C -4.21283 -5.70002 1.28004
C -4.18530 -5.90283 -0.23835
O -4.69838 -6.89829 -0.71953
N -3.58479 -4.88888 -1.10528
C -4.61183 -3.82955 -1.21869
C -2.40226 -4.30755 -0.41345
C -1.43682 -3.75948 -1.46656
C -0.05235 -3.43023 -0.85952
C 0.49234 -2.01133 -1.10599
C -0.09759 -0.82501 -0.33890
C -1.62785 -0.65145 -0.49087
C -2.12715 -0.30149 -1.91429
C -2.89329 1.03950 -2.02697
C -2.20813 2.04174 -2.98770
C -4.31872 0.75573 -2.53377
C 0.25138 -0.79891 1.15571
C -0.44920 -1.89049 2.00923
C 0.54443 -2.74162 2.83939
S 0.08893 -2.74496 4.61781
C 1.14441 -1.53665 5.25974
N 2.35774 -1.70490 5.59831
N 2.88409 -0.53083 6.04375
C 1.93372 0.32283 5.94214
O 0.81122 -0.20586 5.47242
N -0.09999 0.49897 1.82540
C 0.40340 1.74575 1.17563
C -0.22160 2.98327 1.85319
C -0.18051 2.94119 3.39011
C -1.49784 2.44769 4.01598
S -2.58886 3.78498 4.57561
O -2.93061 3.44589 5.90949
O -2.03823 5.07132 4.36445
O -3.91588 3.71292 3.69980
C 0.08584 1.78610 -0.31184
C 0.78970 3.00535 -0.95294
C 0.54676 0.45715 -0.96630
S 2.38385 0.36432 -0.81702
H -3.21500 -5.81351 1.69544
H -4.84512 -6.46869 1.70104
H -4.55657 -4.69709 1.52348
H -4.20028 -3.03034 -1.83039
H -4.92118 -3.45197 -0.23884
H -5.50282 -4.19541 -1.71918
H -2.73995 -3.53349 0.28478
H -1.88190 -5.12930 0.07120
H -1.31965 -4.58396 -2.16283
H -1.87137 -2.94418 -2.03747
H 0.65522 -4.09723 -1.34650
H -0.02592 -3.73893 0.18349
H 1.56983 -2.06922 -0.99522
H 0.33329 -1.80041 -2.16323
H -1.97064 0.15306 0.16102
H -2.16677 -1.52884 -0.14779
H -2.86184 -1.06173 -2.17207
H -1.35674 -0.38451 -2.67378
H -3.01703 1.50449 -1.04654
H -1.82947 2.92003 -2.47259
H -2.96915 2.41646 -3.66994
H -1.45296 1.56116 -3.60360
H -4.22557 0.40175 -3.56039
H -4.78702 -0.02547 -1.93903
H -4.90534 1.66805 -2.53692
H 1.32363 -0.93518 1.27922
H -1.08986 -1.39834 2.74049
H -1.11727 -2.49630 1.41515
H 1.54493 -2.32750 2.77060
H 0.51377 -3.77573 2.52176
H 2.01739 1.35990 6.19946
H 0.32989 0.45824 2.75179
H -1.09875 0.57771 2.01168
H 1.46462 1.81973 1.38982
H 0.41882 3.80350 1.54310
H -1.20478 3.21890 1.44742
H 0.09222 3.89643 3.82231
H 0.58593 2.24196 3.73414
H -1.32350 1.81210 4.87622
H -2.08452 1.85799 3.30826
H -4.26682 2.81110 3.72144
H -0.98333 1.96736 -0.41266
H 1.15714 2.78041 -1.94535
H 1.61321 3.30294 -0.30886
H 0.10509 3.84882 -0.94716
H 0.35378 0.52040 -2.03144
H 2.75468 1.25587 -1.74314
C 2.83049 0.75697 -5.96657
N 2.55815 0.78725 -4.50642
O 1.47867 0.38785 -4.11418
O 3.44005 1.21639 -3.78914
H 1.96802 0.35555 -6.46800
H 3.03087 1.76924 -6.28128
H 3.69990 0.12180 -6.12286
C 4.55661 -3.71027 3.85812
N 5.39253 -4.12717 2.69939
O 5.73455 -5.28299 2.63059
O 5.66932 -3.26028 1.89052
H 4.38004 -4.57125 4.49144
H 5.09918 -2.93809 4.39455
H 3.62516 -3.32252 3.46105
C -1.85548 8.04472 2.12743
N -0.94003 7.74248 0.99630
O -0.61380 6.58030 0.84132
O -0.57691 8.66729 0.31111
H -2.08575 7.11880 2.64239
H -1.33880 8.73758 2.78466
H -2.75231 8.49702 1.71486
C -0.57524 2.96904 -8.14235
N 0.61063 2.39271 -7.45206
O 1.46181 1.86550 -8.13845
O 0.64156 2.49292 -6.23836
H -0.46424 2.80656 -9.20763
H -1.45454 2.46141 -7.75727
H -0.60358 4.02881 -7.90770
C 7.88823 -2.05051 0.40624
N 8.70120 -1.61966 -0.76464
O 9.54087 -2.38543 -1.18293
O 8.45963 -0.52149 -1.22171
H 8.20748 -3.04110 0.70433
H 8.05570 -1.32971 1.20080
H 6.84987 -2.05515 0.09781
```

E_HOMO	-11.625	eV
charge	+1
lowest unoccupied orbital energy	-2.9	eV
strongest force on any atom	1.95	eV/A
Kohn-Sham gap	8.70	eV

Results of the Mulliken charge analysis, in e, for atoms 1 through 5: atom 1 (C): -0.994, atom 2 (C): 0.566, atom 3 (O): -0.566, atom 4 (N): -0.064, atom 5 (C): -0.879


# 2
The following is a quantum chemistry calculation of a 4-piece molecular cluster, C30H62NO14 overall, from the Open Molecules 2025 dataset.

```
107
Properties=species:S:1:pos:R:3
C 1.97027 -4.46764 2.35329
C 1.50687 -3.75301 3.64198
C 0.11210 -3.11962 3.58469
N 0.06808 -1.62252 3.31287
C 1.02870 -1.32398 2.17746
C 0.89763 0.02188 1.48127
C 1.94778 0.06851 0.37386
O 1.73409 1.22176 -0.39151
C 2.56761 1.28803 -1.54534
C 0.53039 -0.89596 4.55241
C -0.63539 -0.59730 5.47643
O -1.53557 0.32380 4.88550
C -1.50901 0.29622 3.46652
O -2.70284 0.72552 2.95308
C -2.89769 2.13343 2.89752
C -2.59749 2.68165 1.47942
C -1.18311 3.25145 1.29658
O -2.84290 1.60981 0.56961
C -1.34605 -1.13794 2.93888
C -2.55534 -2.00062 3.35380
C -3.56334 -2.12341 2.20128
C -4.59764 -3.22067 2.45783
C -5.69737 -3.26144 1.39472
O -6.81177 -2.54022 1.90588
H 3.02616 -4.27775 2.14435
H 1.40982 -4.14495 1.47340
H 1.83943 -5.54731 2.44096
H 1.45637 -4.49088 4.44904
H 2.26315 -3.03636 3.97664
H -0.48970 -3.60292 2.81185
H -0.40776 -3.26011 4.53300
H 2.02944 -1.39828 2.61220
H 0.89737 -2.13107 1.45601
H -0.08275 0.17302 1.02165
H 1.09493 0.84764 2.17281
H 1.88712 -0.83426 -0.25609
H 2.95400 0.09079 0.82127
H 1.95913 1.36489 -2.44831
H 3.22638 2.15684 -1.47133
H 3.19676 0.39426 -1.61872
H 1.00640 0.03713 4.23878
H 1.28726 -1.50755 5.04562
H -1.16431 -1.52081 5.75169
H -0.24747 -0.15145 6.39504
H -0.68755 0.93608 3.11393
H -3.93155 2.32073 3.18913
H -2.25265 2.62785 3.63167
H -3.32815 3.47931 1.29662
H -0.74325 3.56213 2.25013
H -1.18882 4.13083 0.64710
H -0.52423 2.49956 0.85032
H -2.62414 1.91275 -0.31252
H -1.35946 -1.06267 1.84779
H -3.04198 -1.54053 4.22119
H -2.28252 -3.00633 3.65549
H -3.00186 -2.36511 1.28881
H -4.08108 -1.17307 2.05715
H -4.10546 -4.19713 2.52116
H -5.10142 -3.02185 3.41117
H -5.97944 -4.29338 1.16133
H -5.33820 -2.79490 0.46559
H -7.45185 -2.40690 1.20866
C -2.36086 3.57387 -3.08094
C -0.85016 3.58532 -2.98618
O -0.23279 3.45944 -4.27498
C -0.19989 4.58521 -4.99592
O -0.60468 5.65858 -4.63756
O 0.36768 4.31159 -6.16310
C 0.45757 5.42923 -7.05817
H -2.70609 2.68275 -3.60626
H -2.80234 3.58285 -2.08407
H -2.72080 4.45354 -3.61119
H -0.47803 2.72822 -2.42496
H -0.49517 4.49475 -2.50148
H 0.94845 6.26915 -6.57249
H -0.53549 5.72849 -7.38736
H 1.04440 5.07791 -7.90024
C 5.54060 4.55196 -2.50765
C 6.58239 3.72156 -3.22190
O 7.81901 3.67821 -2.48949
C 7.84344 2.83136 -1.46588
O 6.94650 2.10115 -1.12347
O 9.03446 2.91817 -0.88441
C 9.21626 2.06289 0.24742
H 5.91139 5.55829 -2.31368
H 4.64272 4.62800 -3.12215
H 5.27336 4.09105 -1.55719
H 6.84900 4.15736 -4.18196
H 6.23519 2.70187 -3.38630
H 8.98933 1.03100 -0.01120
H 8.57789 2.38244 1.06959
H 10.26104 2.16480 0.52180
C -3.24456 -6.39709 -3.66867
C -3.83050 -5.07647 -4.11099
O -3.78277 -4.09177 -3.05400
C -2.61223 -3.49854 -2.88500
O -1.60856 -3.67614 -3.52092
O -2.72577 -2.63804 -1.86227
C -1.53131 -1.91759 -1.57731
H -3.74391 -6.75281 -2.76701
H -3.38263 -7.13975 -4.45411
H -2.17798 -6.30336 -3.46958
H -4.89005 -5.16753 -4.33743
H -3.31633 -4.67951 -4.98480
H -1.14296 -1.41114 -2.45868
H -0.76346 -2.59108 -1.19116
H -1.80752 -1.18616 -0.81923
```

E_HOMO	-12.111	eV
charge	+1
lowest unoccupied orbital energy	-2.1	eV
strongest force on any atom	0.46	eV/A
Kohn-Sham gap	10.04	eV

Results of the Mulliken charge analysis, in e, for atoms 1 through 5: atom 1 (C): -1.283, atom 2 (C): -0.759, atom 3 (C): -0.949, atom 4 (N): 1.040, atom 5 (C): -0.886


# 3
The following is a quantum chemistry calculation of a 6-piece molecular cluster, C30H63N3O9 overall, from the Open Molecules 2025 dataset.

```
105
Properties=species:S:1:pos:R:3
C 4.56471 -0.79506 -18.37707
C 4.32022 0.39582 -17.49332
C 2.89200 0.98770 -17.72939
N 2.76575 2.47623 -17.21892
C 1.27285 2.78405 -17.10296
C 1.03453 4.32455 -16.68632
C 1.65660 5.17578 -17.66309
C 3.18460 4.89591 -17.83806
C 3.51682 3.46209 -18.16349
C 3.42064 2.57984 -15.81022
H 4.42648 -0.60054 -19.44062
H 3.74893 -1.49236 -18.18636
H 5.56237 -1.18133 -18.16832
H 5.09239 1.14305 -17.67636
H 4.21513 0.05644 -16.46284
H 2.18510 0.32005 -17.23681
H 2.53198 1.09660 -18.75243
H 0.87299 2.43407 -18.05466
H 0.92630 2.07206 -16.35391
H -0.02862 4.56452 -16.67143
H 1.37108 4.52809 -15.66976
H 1.14652 5.21007 -18.62576
H 1.66958 6.21845 -17.34563
H 3.71361 5.53867 -18.54170
H 3.80459 5.13150 -16.97307
H 3.11173 3.19170 -19.13863
H 4.58282 3.26127 -18.27030
H 2.85401 1.83014 -15.25797
H 3.26201 3.55341 -15.34642
H 4.47963 2.32290 -15.78516
C 12.07981 1.63882 -11.05135
C 12.23517 3.10831 -10.43431
C 10.99868 3.67444 -9.68831
N 11.16207 5.01191 -8.90813
C 9.80992 5.53910 -8.33827
C 9.23084 4.83800 -7.06985
C 10.27321 4.69488 -5.97968
C 11.57326 4.20151 -6.46387
C 12.15436 4.96306 -7.71711
C 11.70332 6.09674 -9.86629
H 12.83728 1.42783 -11.80621
H 11.13157 1.47547 -11.56346
H 12.17783 0.95456 -10.20856
H 12.52980 3.78391 -11.23734
H 13.12630 3.18775 -9.81167
H 10.51803 2.98671 -8.99253
H 10.27507 3.87506 -10.47841
H 9.12575 5.42128 -9.17858
H 9.90897 6.60716 -8.14450
H 9.05913 3.77779 -7.25576
H 8.29903 5.16564 -6.60889
H 9.91466 3.92334 -5.29829
H 10.50705 5.61178 -5.43866
H 11.44693 3.14237 -6.68832
H 12.35338 4.21530 -5.70273
H 13.01032 4.50712 -8.21465
H 12.48399 5.98356 -7.52214
H 11.18122 6.05179 -10.82206
H 12.78870 6.05198 -9.95612
H 11.54572 7.10607 -9.48615
C 7.59710 11.27754 -23.01630
C 7.84218 12.03121 -21.74130
C 6.62325 11.70464 -20.75256
N 6.54349 12.54265 -19.41320
C 5.66152 11.94455 -18.34172
C 5.74362 12.52145 -16.99717
C 7.18109 12.67261 -16.51370
C 7.93949 13.49404 -17.51525
C 7.92996 12.85154 -18.91638
C 5.85185 13.94755 -19.72672
H 7.51642 10.21696 -22.77802
H 8.46586 11.46115 -23.64847
H 6.67989 11.60908 -23.50303
H 7.71645 13.09823 -21.92509
H 8.85949 11.86982 -21.38473
H 6.74964 10.68100 -20.40001
H 5.66299 11.82933 -21.25300
H 6.06813 10.93357 -18.31550
H 4.63786 11.82976 -18.69816
H 5.24981 11.86770 -16.27824
H 5.09876 13.39619 -16.91306
H 7.73416 11.75689 -16.30470
H 7.17586 13.11776 -15.51876
H 8.98635 13.54426 -17.21580
H 7.53348 14.49766 -17.64181
H 8.50367 11.92504 -18.94001
H 8.48342 13.46270 -19.62931
H 5.54763 14.42380 -18.79465
H 4.91871 13.75720 -20.25692
H 6.51437 14.58333 -20.31405
O 7.69445 0.78488 -13.37498
C 7.29020 0.06606 -12.29972
O 7.23838 0.66476 -11.20675
O 7.07916 -1.16372 -12.36932
H 7.58872 1.67351 -13.02749
O 7.82281 5.91687 -20.52961
C 8.78963 6.79982 -20.72570
O 9.16792 7.45592 -19.74029
O 9.28724 6.86818 -21.86041
H 7.69277 6.16396 -19.61111
O 7.57177 6.22372 -16.32957
C 8.15120 6.30249 -15.13046
O 9.01370 7.23609 -15.02067
O 7.83991 5.54258 -14.19050
H 8.09972 6.95688 -16.65413
```

E_HOMO	-5.210	eV
lowest unoccupied orbital energy	-0.4	eV
strongest force on any atom	4.62	eV/A
Kohn-Sham gap	4.83	eV

Results of the Mulliken charge analysis, in e, for atoms 1 through 5: atom 1 (C): -1.504, atom 2 (C): -0.165, atom 3 (C): -0.866, atom 4 (N): 0.035, atom 5 (C): -0.701


# 4
The following is a quantum chemistry calculation of a 3-piece molecular cluster, C30H64BN3O4Si overall, from the Open Molecules 2025 dataset.

```
103
Properties=species:S:1:pos:R:3
C 8.93216 -0.50850 0.82328
N 8.68406 -1.08375 -0.57500
C 8.39672 -2.57670 -0.44012
B 7.23396 -3.01750 -1.56587
C 5.98751 -1.92549 -1.73820
C 4.70897 -2.50776 -2.58952
C 3.50517 -1.35703 -2.43643
C 3.93355 -0.09530 -3.41278
C 2.58827 0.81385 -3.70549
C 2.53698 2.23396 -2.88727
C 2.38842 2.08540 -1.25601
C 0.89560 1.53486 -0.85946
Si 0.90217 0.29843 0.65815
C 2.62012 0.13257 1.51226
C -0.39878 1.02254 1.91541
C 0.33022 -1.42073 -0.10091
C 1.28438 -2.78158 -0.07966
C 0.65912 -4.14956 -0.81080
C -0.84585 -4.08466 -1.47781
C -1.80391 -2.73293 -1.49718
C -1.19439 -1.38738 -0.78544
H 9.70420 0.39304 0.72750
H 9.38292 -1.36353 1.50254
H 7.92126 -0.05769 1.26301
H 9.55311 -0.93469 -1.17118
H 9.35580 -3.24635 -0.49381
H 7.92552 -2.73203 0.63273
H 7.28618 -4.04740 -2.17405
H 6.42572 -0.93317 -2.18718
H 5.65641 -1.65364 -0.62464
H 5.03887 -2.62361 -3.71516
H 4.29640 -3.53162 -2.18833
H 2.45959 -1.81634 -2.74677
H 3.53650 -0.95171 -1.33672
H 4.85759 0.51609 -3.03428
H 4.27136 -0.58364 -4.44821
H 2.64075 1.09872 -4.86326
H 1.61678 0.14991 -3.58998
H 1.61035 2.83515 -3.28017
H 3.55314 2.79160 -3.10334
H 3.26523 1.37245 -0.90457
H 2.48714 3.17248 -0.78118
H 0.10000 2.40320 -0.66812
H 0.48544 0.96605 -1.82540
H 2.56353 -0.19092 2.65837
H 3.28789 -0.63641 0.92726
H 3.15116 1.17850 1.45806
H -0.39780 0.44884 2.95105
H -1.48442 1.11903 1.46156
H -0.03280 2.13842 2.12825
H 2.33478 -2.74274 0.43535
H 1.35281 -5.12097 -0.82753
H -1.30282 -5.06087 -1.98161
H -2.86624 -2.66546 -1.98438
H -1.81421 -0.39048 -0.79394
C -9.08861 -2.95333 -0.64067
O -7.83359 -3.19697 -0.02095
C -7.66994 -4.53859 0.45711
C -6.72336 -5.34352 -0.45818
N -7.35359 -5.64589 -1.74652
C -6.42067 -6.06229 -2.80036
C -5.21812 -5.15170 -3.13230
O -5.55328 -3.92802 -3.78855
C -6.10822 -2.93387 -2.94203
H -9.21989 -1.87100 -0.72464
H -9.11492 -3.36419 -1.65134
H -9.91570 -3.36162 -0.05353
H -8.62887 -5.04400 0.60867
H -7.19062 -4.45119 1.44043
H -6.45641 -6.28555 0.04394
H -5.81822 -4.75601 -0.57041
H -7.85510 -4.82895 -2.07393
H -7.02179 -6.16363 -3.71386
H -6.04971 -7.06436 -2.55940
H -4.59043 -5.69968 -3.84549
H -4.57675 -4.96222 -2.26553
H -5.63487 -2.91329 -1.95605
H -7.18408 -3.08672 -2.85649
H -5.96312 -1.95721 -3.41042
C 2.06777 6.66281 3.07886
O 0.86351 7.02072 2.41541
C 0.18811 5.91748 1.79738
C -1.05905 5.50467 2.60723
N -0.68790 4.85533 3.86780
C -1.77012 4.77609 4.85614
C -2.50555 6.07276 5.26023
O -1.73368 6.98212 6.04614
C -0.76811 7.72359 5.31759
H 2.62983 7.57953 3.27743
H 1.86184 6.19182 4.04152
H 2.68502 5.99954 2.46682
H 0.85916 5.07321 1.61066
H -0.15295 6.28270 0.82035
H -1.66155 4.80807 2.00512
H -1.64494 6.40417 2.76433
H 0.08630 5.35614 4.28721
H -1.32003 4.35351 5.76442
H -2.50742 4.04578 4.50567
H -3.34474 5.77686 5.90141
H -2.95850 6.58777 4.40690
H -1.13123 8.02611 4.33104
H 0.15112 7.14359 5.23529
H -0.52361 8.62651 5.88261
```

structure (SMILES)	CNCBCCCCCCCC[Si](C)(C)c1ccccc1.COCCNCCOC.COCCNCCOC
E_HOMO	-8.329	eV
lowest unoccupied orbital energy	0.2	eV
strongest force on any atom	5.47	eV/A
Kohn-Sham gap	8.55	eV

Results of the Mulliken charge analysis, in e, for atoms 1 through 5: atom 1 (C): -0.665, atom 2 (N): -0.266, atom 3 (C): -0.699, atom 4 (B): 0.421, atom 5 (C): -0.250


Q: What is the strongest force on any atom in the second record?
A: 0.46 eV/A


Q: Among the records above, which one has the highest lowest unoccupied orbital energy?
A: C30H64BN3O4Si


Q: What is the formula in the third record?
A: C30H63N3O9


Q: Among the records above, which one has the lowest Kohn-Sham gap?
A: C30H63N3O9